[1]
Below is C11H22N4O4 in the gas phase in a non-equilibrium geometry, with properties calculated with ωB97M-V/def2-TZVPD.

The geometry in XYZ format:
```
41
Properties=species:S:1:pos:R:3
N 4.4011 -2.6099 0.1093
C 3.3890 -1.5423 -0.1286
C 4.0931 -0.1320 -0.2955
C 2.8834 0.8631 -0.3123
C 2.2330 1.3978 0.8843
C 1.0660 2.3935 0.4814
N 0.2463 2.7668 1.4890
C 0.3229 1.8566 -0.7720
O 0.2871 2.6261 -1.7145
N -0.1160 0.5914 -0.7972
C -0.5069 -0.1381 0.3208
C -1.9682 0.0663 0.7218
C -2.9685 -0.2272 -0.4500
C -4.4035 -0.7058 0.0516
N -5.4723 -0.4206 -0.8707
O -4.6009 -0.7871 1.1891
C -0.0445 -1.5280 -0.0009
O 0.2523 -1.9124 -1.1536
O 0.0907 -2.3230 1.0053
H 4.0306 -3.3955 0.6710
H 4.6729 -2.8826 -0.8279
H 2.6918 -1.5582 0.6472
H 2.9535 -1.5253 -1.1134
H 4.7495 0.3206 0.4455
H 4.4623 0.1016 -1.2846
H 3.1589 1.6437 -0.8604
H 1.9453 0.3326 -0.8087
H 2.8834 2.0013 1.5338
H 1.9396 0.5297 1.5892
H 1.8819 3.1983 0.0669
H 0.3637 2.4369 2.4020
H -0.3583 3.5389 1.4403
H -0.5788 0.3800 -1.6315
H 0.0527 0.1770 1.2492
H -2.4362 -0.4229 1.6747
H -1.7626 1.1500 0.9113
H -2.5733 -0.9058 -1.2549
H -2.9058 0.6714 -0.9078
H -6.2136 -1.0612 -1.1061
H -5.0575 0.1066 -1.7489
H -0.1229 -1.7827 1.7863
```

Calculated values
Structure (SMILES) ... NCCCC[C@H](N)C(=O)N[C@@H](CCC(N)=O)C(=O)O
Total charge ... 0
HOMO energy ... -9.0 eV
2S+1 ... 1
Relative energy (zero: lowest compared OMol25 entry of this formula, charge and spin) ... 5.356 eV
LUMO energy ... 0.0088 hartree
Total energy ... -25911.1363 eV


[2]
Below is a molecular structure, C11H23AuF6NO4P2S2Te in a non-equilibrium geometry, with properties calculated with ωB97M-V/def2-TZVPD.

The geometry in XYZ format:
```
51
Properties=species:S:1:pos:R:3
Au 0.7932 0.2084 -0.3248
C 4.3780 2.8875 -1.4246
C 3.1084 2.0799 -1.3734
S 2.7891 1.3389 0.0659
C 2.2726 1.9938 -2.5529
C 2.6552 2.7650 -3.7941
S 0.8979 1.0917 -2.6437
H 4.9042 2.8321 -0.4776
H 4.1623 3.9358 -1.6458
H 5.0392 2.5117 -2.2082
H 3.7243 2.9661 -3.8479
H 2.1339 3.7257 -3.8032
H 2.3552 2.2204 -4.6838
F 1.0301 -2.4055 -1.7876
P 2.5584 -2.8545 -1.3276
F 1.9141 -4.1812 -0.6520
F 2.7407 -3.6291 -2.7153
F 4.0195 -3.2736 -0.8348
F 2.3044 -2.0393 0.0748
F 3.1264 -1.4951 -1.9849
C -2.8982 3.8238 1.7908
N -2.0246 2.7827 1.2575
C -1.9529 2.5533 -0.1789
C -1.2535 2.0800 2.1033
O -0.4241 1.2388 1.7971
H -3.4646 4.2555 0.9704
H -2.3298 4.6245 2.2663
H -3.6051 3.4165 2.5146
H -2.9152 2.7987 -0.6259
H -1.7346 1.5047 -0.3708
H -1.1750 3.1622 -0.6483
H -1.4362 2.3345 3.1616
C 1.0869 -3.7533 2.4913
C -0.3006 -3.6908 1.9073
O -0.4271 -2.4493 1.1683
P -1.3889 -2.2341 -0.0589
O -1.1674 -0.8250 -0.5153
Te -1.2944 -4.0171 -1.6776
O -2.8783 -2.4646 0.4561
C -3.4013 -1.5422 1.4491
C -4.3624 -0.5781 0.7944
H 1.1630 -4.6330 3.1336
H 1.2861 -2.8633 3.0902
H 1.8333 -3.8161 1.7037
H -1.0631 -3.6793 2.6882
H -0.4968 -4.5322 1.2421
H -2.5758 -1.0101 1.9262
H -3.8970 -2.1552 2.1993
H -3.8398 0.0400 0.0658
H -4.8084 0.0677 1.5543
H -5.1611 -1.1181 0.2856
```

Calculated values
Total charge ... 0
⟨S²⟩ ... 0.754
HOMO energy (spin up / spin down) ... -7.5 / -7.5 eV
2S+1 ... 2
Relative energy (zero: lowest compared OMol25 entry of this formula, charge and spin) ... 1.378 eV
LUMO energy (spin up / spin down) ... -0.0895 / -0.0895 hartree
Total energy ... -89005.4481 eV


[3]
Below is a molecular structure, C11H23CdN2O5P2 in a non-equilibrium geometry, with properties calculated with ωB97M-V/def2-TZVPD.

The geometry in XYZ format:
```
44
Properties=species:S:1:pos:R:3
Cd -0.0671 0.1955 0.5892
P 2.2062 -0.7538 0.1628
C 2.3394 -1.3277 -1.5244
C 1.0962 -1.3461 -2.2022
N -0.1194 -0.9047 -1.6841
C -1.2990 -1.2883 -2.2170
C -1.3346 -2.1799 -3.2908
C -0.1400 -2.5850 -3.8959
C 1.0613 -2.1003 -3.4064
C -2.6325 -0.7350 -1.6337
P -2.2812 0.8034 -0.7018
H 2.0188 -2.4057 -3.8302
H -2.3218 -2.5006 -3.6453
H -0.1627 -3.2978 -4.7344
H -3.3613 -0.5663 -2.4554
H -3.1223 -1.4742 -0.9610
H 2.0603 1.7936 -3.1932
H 3.2123 -1.3079 -2.1904
H 0.2704 3.2574 -1.7293
O 2.1212 2.7355 -3.3241
H 3.0331 2.9048 -3.0640
H 0.1075 2.2552 -0.3152
O 0.1284 3.3139 -0.7214
H 0.9280 3.7184 -0.2559
C -2.4303 2.0511 -2.0254
H -3.3836 1.9656 -2.5597
H -2.3918 3.0479 -1.5715
H -1.6298 1.9508 -2.7688
C -3.8409 1.0118 0.2211
H -3.7638 1.9731 0.7469
H -4.7405 1.0214 -0.4152
H -3.9390 0.2080 0.9654
C 2.0464 -2.4118 0.9236
H 3.0058 -2.9193 0.8056
H 1.7610 -2.3955 1.9784
H 1.2969 -2.9924 0.3756
C 3.7275 0.0775 0.6981
H 3.5993 0.4474 1.7256
H 4.5664 -0.6281 0.6844
H 3.9522 0.9329 0.0432
O -0.0470 1.2073 2.6546
N -0.3992 0.1028 3.2473
O -0.4200 0.0611 4.4656
O -0.7064 -0.9163 2.4872
```

Calculated values
Total charge ... +1
HOMO energy (spin up / spin down) ... -9.3 / -9.3 eV
2S+1 ... 1
Relative energy (zero: lowest compared OMol25 entry of this formula, charge and spin) ... 3.793 eV
LUMO energy (spin up / spin down) ... -0.1811 / -0.1811 hartree
Total energy ... -48127.6229 eV


[4]
Below is a molecular structure, C11H23Cl2MgN5OS2, with properties calculated with ωB97M-V/def2-TZVPD.

The geometry in XYZ format:
```
45
Properties=species:S:1:pos:R:3
Mg -1.2717 0.8120 0.0100
Cl -2.2884 2.9934 -1.0915
C -3.9887 2.5460 -0.8898
Cl -4.0572 0.8440 -0.4105
H -4.5087 2.6796 -1.8308
H -4.4314 3.1494 -0.1061
C 3.5424 0.2223 -0.8250
N 3.1049 0.8985 0.3743
C 3.8719 0.7973 1.6187
C 3.1206 1.7457 2.5625
N 1.8755 1.9921 1.8214
C 1.9819 1.5775 0.5444
S 0.8541 1.9422 -0.6791
H 3.5807 -0.8569 -0.6603
H 4.5399 0.5670 -1.0973
H 2.8578 0.4505 -1.6364
H 4.9066 1.0928 1.4508
H 3.8652 -0.2356 1.9734
H 3.6671 2.6753 2.7204
H 2.9195 1.2897 3.5286
H 1.3176 2.8017 2.0310
C -0.5812 -3.4466 -3.7999
N -0.6928 -2.4849 -2.7142
C 0.0584 -2.5827 -1.4763
C -0.4323 -1.3467 -0.7546
O -0.1116 -0.9344 0.3642
N -1.3100 -0.6842 -1.5290
C -1.4330 -1.3784 -2.6869
N -2.2189 -0.9809 -3.6723
H -0.2729 -4.4035 -3.3867
H 0.1600 -3.1321 -4.5362
H -1.5434 -3.5880 -4.2902
H 1.1386 -2.5390 -1.6336
H -0.1755 -3.4945 -0.9227
H -2.7538 -0.1375 -3.5714
H -2.2637 -1.4859 -4.5411
C -1.7205 -1.0349 3.0355
S -2.2077 0.6067 2.4559
C -1.1831 1.6299 3.5439
H -0.6669 -1.2075 2.8353
H -2.3258 -1.7645 2.5023
H -1.9332 -1.0971 4.0999
H -1.5374 1.5114 4.5650
H -1.3105 2.6668 3.2394
H -0.1427 1.3241 3.4646
```

Calculated values
Total charge ... +2
HOMO energy ... -14.7 eV
2S+1 ... 1
LUMO energy ... -0.1828 hartree
Total energy ... -73429.3837 eV


[5]
Below is a molecular structure, C11H23Cl2N2O12S4 in a non-equilibrium geometry, with properties calculated with ωB97M-V/def2-TZVPD.

The geometry in XYZ format:
```
54
Properties=species:S:1:pos:R:3
C 1.8558 -1.3736 0.6207
C 2.1952 -0.3202 -0.4834
C 0.9392 0.4425 -1.0313
C 0.5580 1.6467 -0.0948
N 0.2320 1.2108 1.2802
S -1.3736 0.5822 1.3896
O -1.5187 -0.6752 0.6063
O -1.5119 0.2335 2.8462
N -2.5155 1.7771 1.0940
S -3.0409 1.8225 -0.4938
O -2.1870 1.1592 -1.5108
O -3.1639 3.2733 -0.8718
C -4.7792 1.2121 -0.4779
Cl -5.5712 1.9533 0.9971
C -4.9589 -0.3372 -0.4518
C -4.5794 -1.0143 0.9201
Cl -4.2005 -1.1789 -1.8807
H 0.9660 -1.1313 1.2262
H 2.7350 -1.4423 1.3077
H 1.7376 -2.4005 0.2064
H 3.0025 0.3776 -0.1675
H 2.6225 -0.8800 -1.3508
H 0.0840 -0.2260 -1.2337
H 1.2408 0.9165 -1.9932
H 1.5051 2.2497 -0.0101
H -0.1884 2.3270 -0.5586
H 0.2407 2.0020 1.9250
H -5.3641 1.6042 -1.3329
H -6.0492 -0.5161 -0.5729
H -3.8401 -1.8190 0.7333
H -4.2230 -0.2946 1.6765
H -5.4809 -1.5300 1.3264
C 0.3370 -4.9030 3.1283
C 0.9018 -5.8060 4.2095
O 2.1619 -6.2473 3.6980
S 2.8001 -5.0768 2.7799
O 3.7330 -4.3426 3.5733
O 3.1395 -5.6367 1.5122
O 1.4619 -4.1864 2.6177
H -0.0975 -5.4845 2.3118
H -0.4076 -4.2102 3.5152
H 0.2570 -6.6562 4.4210
H 1.0857 -5.2499 5.1324
C 3.1991 5.2453 -4.1917
C 1.7260 4.9135 -4.0319
O 1.6957 3.5138 -3.7531
S 3.0188 3.1058 -2.9211
O 2.6885 3.0743 -1.5334
O 3.6510 2.0144 -3.5869
O 3.8679 4.4547 -3.2072
H 3.5672 4.9486 -5.1771
H 3.4046 6.3019 -4.0312
H 1.1494 5.1363 -4.9268
H 1.2909 5.4399 -3.1787
```

Calculated values
Total charge ... -1
HOMO energy ... -6.0 eV
2S+1 ... 1
Relative energy (zero: lowest compared OMol25 entry of this formula, charge and spin) ... 1.665 eV
LUMO energy ... 0.0773 hartree
Total energy ... -107714.1851 eV